# 1
{
  "formula": "C43H56GeNO3P2S6Ti",
  "method": "ωB97M-V with the def2-TZVPD basis set",
  "charge": 2,
  "gap_ev": [6.21, 5.06],
  "s2": 0.77,
  "multiplicity": 2,
  "de_lowest_ev": 0.640,
  "homo_ev": [-12.528, -12.554],
  "species": ["Ti", "C", "C", "C", "C", "O", "Ge", "O", "C", "C", "C", "C", "O", "C", "C", "C", "C", "H", "H", "H", "H", "H", "H", "H", "H", "H", "H", "H", "H", "H", "H", "H", "H", "H", "H", "H", "H", "H", "H", "H", "H", "H", "H", "H", "S", "C", "S", "C", "C", "S", "S", "S", "C", "S", "C", "C", "C", "N", "P", "C", "C", "C", "C", "C", "C", "C", "C", "C", "C", "C", "C", "P", "C", "C", "C", "C", "C", "C", "C", "C", "C", "C", "C", "C", "H", "H", "H", "H", "H", "H", "H", "H", "H", "H", "H", "H", "H", "H", "H", "H", "H", "H", "H", "H", "H", "H", "H", "H", "H", "H", "H", "H", "H"],
  "positions_angstrom": [[0.26439, 1.29812, 0.18085], [-0.40330, 1.90275, 4.29378], [0.55920, 1.17197, 3.35535], [1.99638, 1.58654, 3.65533], [0.36404, -0.32800, 3.50846], [0.24185, 1.51150, 1.96856], [-0.06669, 3.74378, 1.68365], [1.34163, 3.80670, 0.58672], [2.33406, 4.86991, 0.50603], [1.85112, 6.06007, 1.33132], [3.68501, 4.41373, 1.05099], [2.44738, 5.25262, -0.96633], [-1.01675, 2.74519, 0.14517], [-2.05293, 3.48988, -0.57969], [-1.52148, 3.94184, -1.93673], [-3.29914, 2.62099, -0.71983], [-2.42004, 4.73340, 0.23116], [-0.36820, 1.44022, 5.27874], [-0.13257, 2.95263, 4.41050], [-1.42980, 1.84047, 3.92710], [2.26405, 1.31238, 4.67425], [2.69381, 1.10889, 2.96951], [2.10155, 2.66959, 3.55250], [0.67049, -0.64854, 4.50267], [-0.68533, -0.58966, 3.36212], [0.97076, -0.84915, 2.77097], [1.83009, 5.80845, 2.39613], [2.52351, 6.90538, 1.19744], [0.84835, 6.36746, 1.01855], [3.57160, 3.95953, 2.03655], [4.33976, 5.28010, 1.14321], [4.17176, 3.70013, 0.39205], [1.55685, 5.79098, -1.29501], [3.32034, 5.88514, -1.12579], [2.55223, 4.35489, -1.57771], [-1.43274, 3.11905, -2.64183], [-2.19844, 4.68231, -2.36090], [-0.53735, 4.39934, -1.81604], [-3.04266, 1.61296, -1.03329], [-3.83477, 2.55611, 0.22768], [-3.96577, 3.05230, -1.46585], [-1.58670, 5.44452, 0.26126], [-3.26557, 5.23218, -0.23837], [-2.71137, 4.47075, 1.25073], [5.90953, 2.02888, -4.52591], [4.68062, 1.84446, -3.48769], [4.90846, 1.64361, -1.76386], [3.22750, 1.48360, -1.35511], [2.32966, 1.56175, -2.40811], [0.65381, 1.35447, -2.21200], [3.00221, 1.82603, -3.98146], [2.75293, 1.19893, 0.24486], [-1.46489, -7.06959, -0.97010], [-2.28442, -5.46881, -1.13556], [-2.23329, -4.92755, 0.60235], [-0.88148, -4.34183, 1.03577], [-0.85196, -2.82304, 1.27195], [-0.56942, -1.98841, 0.07189], [-1.53651, -0.57970, -0.30598], [-2.97541, -0.62005, 0.80801], [-4.08360, -1.44078, 0.60705], [-5.13016, -1.41720, 1.51604], [-5.09064, -0.56469, 2.61095], [-4.00220, 0.27388, 2.80249], [-2.94838, 0.24587, 1.90369], [-2.24173, -0.92882, -1.94905], [-2.34074, 0.08498, -2.89850], [-2.89268, -0.16703, -4.14521], [-3.34939, -1.43876, -4.45433], [-3.25120, -2.45551, -3.51296], [-2.70351, -2.20284, -2.26830], [1.06434, -1.35171, -0.11746], [2.18874, -2.46957, 0.78347], [2.93062, -1.99528, 1.86471], [3.80478, -2.83777, 2.53499], [3.94447, -4.15404, 2.12541], [3.23355, -4.62046, 1.02567], [2.36985, -3.78150, 0.34477], [1.56321, -1.82606, -1.80727], [0.73593, -2.48977, -2.70078], [1.20067, -2.80829, -3.96954], [2.49372, -2.48224, -4.34651], [3.34266, -1.86400, -3.43624], [2.88291, -1.54055, -2.17194], [-1.35102, -7.47350, -1.97269], [-2.08185, -7.73829, -0.37345], [-0.48564, -6.94710, -0.50940], [-2.48290, -5.80356, 1.19961], [-3.04122, -4.20538, 0.72748], [-0.11732, -4.60823, 0.31023], [-0.58609, -4.79956, 1.98376], [-0.09504, -2.63794, 2.03272], [-1.80903, -2.51584, 1.69058], [-4.14499, -2.08472, -0.25827], [-5.98309, -2.06481, 1.36283], [-5.91769, -0.54763, 3.30821], [-3.98153, 0.94965, 3.64802], [-2.10121, 0.90859, 2.02917], [-1.98528, 1.07843, -2.67147], [-2.95652, 0.62910, -4.87528], [-3.77472, -1.63604, -5.42927], [-3.58823, -3.45663, -3.74955], [-2.59738, -3.01569, -1.56480], [2.85169, -0.95674, 2.15844], [4.38213, -2.46108, 3.36908], [4.62410, -4.81164, 2.65063], [3.37041, -5.63949, 0.68873], [1.86284, -4.13181, -0.54526], [-0.25063, -2.79466, -2.39805], [0.54581, -3.32040, -4.66302], [2.85304, -2.73872, -5.33422], [4.36673, -1.64346, -3.71169], [3.55747, -1.10286, -1.44526]],
  "forces_ev_per_a": [[0.32, -0.73, -1.27], [0.00, 0.09, -0.25], [0.11, -0.18, 0.89], [-0.21, 0.08, -0.34], [-0.09, 0.15, -0.34], [0.35, -0.09, 0.74], [-0.26, 0.28, -0.05], [-0.12, -0.12, 0.00], [0.16, 0.40, -0.01], [-0.07, -0.20, -0.02], [-0.23, -0.11, 0.00], [-0.11, -0.12, 0.13], [0.23, -0.01, 0.28], [-0.56, 0.47, -0.36], [0.19, -0.13, 0.20], [0.24, -0.01, 0.27], [0.23, -0.21, 0.11], [0.04, -0.02, 0.01], [-0.06, -0.01, 0.04], [0.01, -0.01, 0.06], [-0.06, 0.01, 0.03], [0.08, -0.02, 0.04], [0.08, -0.01, 0.03], [0.01, 0.00, 0.01], [0.01, -0.04, 0.03], [-0.09, -0.08, 0.11], [0.02, 0.08, 0.01], [-0.03, 0.05, 0.03], [0.02, 0.08, -0.02], [0.03, 0.02, 0.02], [0.01, -0.01, 0.01], [0.02, -0.09, -0.07], [0.02, 0.00, -0.03], [-0.03, 0.04, -0.01], [0.05, -0.02, -0.01], [0.00, 0.00, -0.04], [-0.03, -0.02, 0.00], [-0.01, 0.00, -0.05], [-0.09, 0.04, -0.03], [-0.01, -0.05, 0.01], [0.00, 0.01, -0.01], [-0.06, 0.08, -0.01], [0.01, 0.04, -0.03], [-0.06, 0.03, -0.02], [-0.27, -0.03, 0.22], [0.35, 0.05, -0.34], [-0.30, -0.02, 0.04], [0.46, -0.01, 0.57], [-0.29, 0.05, -0.52], [0.12, 0.13, -0.21], [-0.08, -0.06, 0.37], [0.19, 0.20, -0.32], [-0.08, 0.20, 0.09], [-0.06, 0.01, 0.05], [0.20, -0.07, -0.38], [-0.11, 0.16, 0.10], [-0.05, -0.61, -0.07], [0.30, 1.01, 0.21], [-0.42, -1.10, 0.04], [0.31, 0.47, 0.06], [0.01, 0.03, -0.03], [0.01, -0.04, -0.03], [-0.03, -0.01, 0.02], [0.02, 0.02, 0.05], [-0.02, -0.12, -0.09], [0.20, 0.43, 0.03], [0.01, -0.08, -0.01], [0.01, 0.04, 0.00], [0.01, 0.03, 0.01], [-0.02, -0.09, -0.05], [0.10, -0.03, 0.08], [-0.79, -0.90, -0.49], [0.05, 0.63, 0.37], [-0.01, -0.11, -0.11], [0.05, 0.08, 0.06], [-0.03, 0.01, 0.00], [0.03, -0.06, 0.01], [-0.02, 0.02, -0.08], [0.18, 0.24, 0.11], [-0.04, 0.07, 0.10], [0.00, -0.02, -0.10], [-0.02, -0.03, 0.02], [0.06, 0.06, 0.00], [-0.05, -0.05, 0.07], [0.03, -0.04, 0.01], [0.04, -0.06, -0.02], [0.03, -0.08, -0.05], [-0.08, 0.06, 0.07], [-0.04, 0.00, 0.04], [0.05, -0.07, -0.02], [0.01, 0.01, -0.01], [0.03, 0.16, -0.02], [0.01, 0.06, 0.04], [-0.02, -0.02, 0.00], [-0.01, 0.02, 0.00], [0.01, 0.01, 0.00], [0.00, 0.00, 0.00], [-0.07, 0.01, 0.05], [0.03, 0.01, -0.07], [-0.01, -0.01, 0.00], [0.00, -0.03, 0.01], [-0.02, 0.01, 0.01], [0.05, -0.01, 0.01], [0.06, -0.07, 0.05], [0.01, -0.02, -0.01], [0.00, -0.01, -0.02], [-0.01, 0.01, -0.01], [-0.01, -0.03, 0.03], [-0.20, 0.01, 0.01], [0.02, -0.02, 0.03], [-0.01, 0.02, 0.00], [0.00, -0.02, 0.02], [0.05, -0.05, -0.05]],
  "mulliken_charge": [0.069, -1.680, 1.083, -1.413, -1.101, 1.210, -0.247, 0.251, 1.397, -1.992, -1.235, -1.346, 0.535, 1.480, -1.237, -1.692, -2.362, 0.525, 0.458, 0.148, 0.522, 0.276, 0.239, 0.758, 0.083, -0.297, 0.483, 0.504, 0.462, 0.131, 0.556, 0.228, 0.328, 0.456, 0.128, 0.192, 0.576, -0.083, 0.323, 0.350, 0.471, 0.545, 0.529, 0.517, -0.032, 0.158, 0.072, -0.141, 0.521, -0.626, 0.063, -0.221, -0.942, 0.111, -0.808, -0.874, -0.298, 1.104, 1.067, 0.493, -0.484, -0.704, -0.935, -0.922, 0.502, 1.599, -0.337, -1.263, -0.915, -0.555, -0.571, 0.848, 1.277, -0.677, -0.824, -0.789, -0.899, -0.639, 0.990, -0.507, -0.723, -0.905, -0.528, -1.083, 0.398, 0.320, 0.254, 0.619, 0.165, -0.144, 0.453, -0.053, 0.944, 0.505, 0.480, 0.431, 0.510, -0.118, -0.053, 0.539, 0.429, 0.534, -0.915, 0.224, 0.506, 0.426, 0.496, 0.587, 0.424, 0.539, 0.444, 0.553, 0.772]
}

# 2
{
  "formula": "C43H57IN4O3PV",
  "method": "ωB97M-V with the def2-TZVPD basis set",
  "charge": -1,
  "gap_ev": [4.29, 6.08],
  "s2": 0.88,
  "multiplicity": 2,
  "homo_ev": [-2.701, -4.446],
  "species": ["V", "C", "C", "N", "C", "C", "C", "O", "C", "C", "N", "C", "C", "C", "C", "C", "C", "I", "C", "O", "H", "H", "H", "H", "H", "H", "H", "H", "H", "H", "H", "H", "C", "C", "C", "C", "C", "C", "C", "C", "C", "C", "C", "C", "N", "C", "C", "N", "C", "C", "C", "C", "C", "C", "C", "C", "C", "C", "C", "C", "H", "H", "H", "H", "H", "H", "H", "H", "H", "H", "H", "H", "H", "H", "H", "H", "H", "H", "H", "H", "H", "H", "H", "H", "H", "H", "H", "H", "H", "H", "H", "H", "H", "H", "H", "H", "C", "P", "C", "C", "O", "H", "H", "H", "H", "H", "H", "H", "H", "H"],
  "positions_angstrom": [[-2.00315, 1.66966, -0.14416], [-0.04864, 5.54287, 0.52670], [-0.00997, 4.68683, 1.75771], [0.56370, 5.15720, 2.84895], [0.57538, 4.39234, 3.95023], [-0.02377, 3.15740, 4.04173], [-0.02034, 2.44279, 5.36345], [-1.01974, 2.94332, 6.26314], [-0.65879, 2.63978, 2.89689], [-1.44417, 1.42981, 2.87181], [-1.88334, 0.93835, 1.77034], [-2.90477, -0.01116, 1.60882], [-3.47045, -0.91069, 2.50081], [-4.60134, -1.59367, 2.06944], [-5.13326, -1.35811, 0.80423], [-4.53173, -0.45185, -0.06846], [-3.37874, 0.21855, 0.31340], [-3.82957, 3.46822, -0.97302], [-0.59307, 3.40185, 1.71183], [-1.08650, 2.94943, 0.58823], [0.37870, 6.51625, 0.75516], [-1.07875, 5.66388, 0.18252], [0.51086, 5.07489, -0.28703], [1.08121, 4.81948, 4.81084], [0.93264, 2.60539, 5.86238], [-0.13493, 1.36973, 5.22208], [-1.87020, 2.92255, 5.81327], [-1.75906, 0.97679, 3.81127], [-3.07092, -1.08399, 3.49500], [-5.09032, -2.29760, 2.73189], [-6.04125, -1.87094, 0.50702], [-4.97239, -0.27011, -1.04371], [0.61441, 2.38419, -2.32397], [1.86495, 1.76388, -2.96636], [2.31972, 2.70629, -4.09261], [1.62260, 0.33366, -3.46750], [2.15301, -0.03851, -4.69338], [1.91425, -1.28957, -5.25284], [1.00714, -2.12540, -4.62730], [0.43382, -1.80292, -3.40208], [-0.66588, -2.71922, -2.87241], [-1.72870, -3.03217, -3.93620], [-0.08984, -4.04215, -2.34478], [0.90057, -0.64826, -2.70023], [0.86926, -0.47806, -1.34283], [0.39917, -1.39434, -0.50996], [0.84380, -1.63620, 0.81427], [1.75580, -0.97217, 1.47763], [2.25808, -1.36737, 2.69541], [3.63888, -1.08623, 2.97568], [4.18632, -1.51852, 4.17869], [3.45730, -2.22132, 5.12368], [2.12453, -2.47600, 4.86790], [1.50543, -2.05404, 3.69805], [0.02135, -2.37045, 3.55211], [-0.78635, -2.15332, 4.84185], [-0.16996, -3.82213, 3.09317], [4.69389, -0.44928, 2.05163], [4.30353, 0.49146, 0.91206], [5.54844, -1.58173, 1.45994], [0.77136, 3.44651, -2.11898], [0.36299, 1.87418, -1.40911], [-0.23262, 2.28735, -3.00185], [2.66924, 1.72459, -2.22523], [1.74667, 2.53898, -5.00835], [3.37912, 2.58484, -4.32581], [2.16743, 3.74293, -3.78738], [2.77006, 0.65746, -5.24616], [2.39187, -1.58156, -6.18049], [0.74221, -3.06173, -5.10763], [-1.19401, -2.19737, -2.07429], [-1.31532, -3.59693, -4.77303], [-2.17503, -2.11900, -4.33436], [-2.52475, -3.63694, -3.49207], [0.24669, -4.65634, -3.18490], [-0.84505, -4.60792, -1.79141], [0.76853, -3.87195, -1.69460], [-0.28132, -2.18070, -0.82886], [0.43480, -2.57955, 1.18675], [5.23455, -1.31037, 4.37472], [3.91496, -2.56549, 6.04382], [1.54175, -3.01683, 5.60618], [-0.41020, -1.70276, 2.80684], [-0.61712, -2.95004, 5.56867], [-1.85445, -2.14544, 4.61012], [-0.53387, -1.20687, 5.32154], [0.17219, -4.50210, 3.87770], [0.41105, -4.03684, 2.19534], [-1.22383, -4.03078, 2.88654], [5.33332, 0.13524, 2.72351], [3.86409, -0.04631, 0.07799], [5.20373, 1.02293, 0.57519], [3.57939, 1.22322, 1.24065], [4.93230, -2.19343, 0.79582], [5.95825, -2.22524, 2.24105], [6.37691, -1.16639, 0.87907], [-1.38958, 0.59084, -5.04627], [-2.70031, 0.98174, -3.85599], [-3.23317, 2.64284, -4.34411], [-4.08548, -0.10492, -4.29692], [-2.31434, 0.79877, -2.42745], [-1.80639, 0.38671, -6.03435], [-0.83421, -0.27306, -4.68723], [-0.69178, 1.42635, -5.11139], [-3.27950, 2.70740, -5.43378], [-2.51563, 3.36617, -3.95675], [-4.20496, 2.86581, -3.90892], [-4.30423, -0.07077, -5.36443], [-4.96304, 0.21402, -3.73258], [-3.82210, -1.12063, -3.99912]],
  "forces_ev_per_a": [[-1.22, -1.12, -2.50], [-0.02, -0.04, 0.03], [-0.02, 0.01, -0.30], [-0.02, -0.11, 0.09], [0.03, 0.20, -0.12], [-0.13, -0.06, 0.10], [-0.20, 0.07, 0.06], [0.14, -0.11, -0.06], [0.26, 0.53, -0.56], [-0.19, -0.63, -0.15], [0.12, 0.56, 0.78], [-0.53, -0.45, -0.34], [0.09, 0.03, 0.15], [0.00, -0.02, 0.03], [0.02, 0.18, -0.06], [0.01, -0.20, -0.11], [-0.05, -0.41, 0.47], [-0.36, 0.14, 0.34], [0.29, -0.08, 1.24], [1.42, 1.30, 0.08], [0.03, -0.01, 0.00], [0.05, -0.04, -0.04], [-0.04, 0.03, 0.02], [-0.02, -0.08, 0.01], [0.00, 0.01, 0.05], [0.03, -0.17, 0.03], [0.00, 0.03, -0.04], [0.10, -0.07, 0.04], [-0.05, 0.10, -0.12], [0.05, -0.02, 0.00], [0.03, -0.03, 0.00], [0.00, -0.02, 0.01], [0.32, -0.06, -0.29], [-0.15, -0.11, -0.01], [0.13, -0.08, 0.11], [-0.01, 0.00, -0.08], [-0.16, 0.04, 0.01], [-0.04, -0.02, -0.09], [-0.01, 0.02, -0.04], [-0.02, -0.04, -0.07], [-0.10, -0.16, -0.31], [0.09, 0.04, 0.05], [-0.02, 0.04, 0.01], [0.18, -0.09, 0.11], [0.02, 0.68, 0.00], [0.00, -0.47, 0.45], [-0.03, -0.14, -0.22], [0.29, 0.66, -0.26], [0.35, -0.38, 0.17], [-0.25, 0.06, -0.01], [-0.10, 0.01, 0.11], [0.05, -0.02, 0.03], [-0.09, 0.08, 0.01], [-0.08, 0.12, 0.04], [0.00, -0.05, 0.17], [0.10, 0.02, -0.07], [-0.09, 0.01, 0.02], [-0.11, -0.25, -0.21], [-0.08, -0.04, 0.25], [0.04, 0.06, 0.06], [0.00, -0.06, 0.05], [0.00, -0.17, 0.27], [-0.09, 0.09, -0.03], [-0.12, 0.04, 0.18], [-0.02, 0.07, 0.03], [-0.02, -0.03, -0.11], [0.07, 0.00, 0.02], [0.01, -0.01, 0.04], [-0.05, 0.03, -0.01], [-0.05, 0.01, 0.00], [-0.11, -0.07, -0.43], [-0.01, 0.00, -0.02], [0.14, -0.13, -0.01], [-0.01, 0.02, -0.02], [0.00, 0.02, 0.01], [0.02, -0.02, -0.01], [-0.05, -0.02, 0.03], [0.38, 0.31, 0.46], [0.11, 0.32, -0.11], [-0.03, 0.02, -0.03], [0.02, 0.04, -0.03], [0.01, 0.02, -0.01], [0.06, 0.02, -0.05], [0.00, 0.02, 0.02], [0.09, -0.11, 0.08], [0.02, 0.07, 0.01], [-0.01, 0.00, 0.01], [-0.08, -0.13, 0.15], [0.01, -0.03, 0.00], [0.00, -0.08, 0.02], [-0.10, -0.03, -0.09], [-0.10, -0.13, 0.00], [-0.24, 0.23, 0.03], [0.03, 0.00, 0.01], [-0.01, -0.01, -0.06], [-0.01, -0.04, -0.03], [-0.13, 0.11, 0.27], [-0.18, -0.02, -0.83], [0.02, -0.20, 0.09], [0.11, 0.14, 0.22], [0.34, 0.25, 0.93], [-0.05, 0.05, 0.05], [0.04, -0.07, -0.09], [-0.01, -0.01, 0.00], [0.03, -0.06, 0.02], [-0.01, 0.02, -0.04], [0.03, 0.04, -0.01], [0.03, 0.01, 0.01], [0.00, -0.02, 0.00], [-0.14, 0.08, -0.04]],
  "mulliken_charge": [-0.512, -0.849, 0.173, -0.678, -0.889, 0.238, -0.090, -0.556, 0.224, 0.073, 0.479, 0.036, -0.494, -0.781, -0.630, -0.201, 0.974, -0.460, 0.159, 0.049, 0.393, 0.293, 0.012, 0.430, 0.466, -0.376, 0.377, 0.451, 0.193, 0.402, 0.372, 0.356, -0.544, 1.583, -2.010, -0.130, -0.645, -1.846, 0.358, -0.178, 0.892, -1.633, -1.806, 1.649, -0.260, -0.678, -0.439, -0.124, -0.181, 0.363, -0.464, -1.337, -0.482, 1.006, 2.087, -1.834, -1.885, 0.331, -1.614, -1.376, 0.182, -0.140, -0.114, 0.167, 0.406, 0.404, 0.447, 0.413, 0.341, 0.257, 0.378, 0.363, 0.058, 0.488, 0.441, 0.381, 0.351, -0.325, -0.042, 0.367, 0.371, 0.273, -0.591, 0.574, 0.402, 0.310, 0.444, 0.577, 0.330, 0.409, 0.179, 0.520, 0.356, 0.281, 0.427, 0.384, -0.683, 1.237, -1.443, -1.401, -0.016, 0.523, -0.285, 0.282, 0.399, 0.339, 0.340, 0.419, 0.390, 0.394]
}